Entry 1:
A molecular structure, C30H27GaN5O7Te. Source: the OMol25 dataset; level of theory: the ωB97M-V functional and the def2-TZVPD basis.

orbital gap = 6.32 eV
LUMO = 2.2 eV

ORCA input file:
```
! wB97M-V def2-TZVPD RIJCOSX def2/J DEFGRID3
* xyz -1 1
Ga -1.925 -2.120 0.867
O 0.768 4.157 3.367
C 0.320 3.952 2.227
O 0.404 4.623 1.179
C -0.449 2.619 2.059
C -1.160 2.354 0.903
C -1.721 1.101 0.718
N -1.613 0.121 1.622
C -0.972 0.388 2.766
C -0.392 1.622 3.020
C -0.871 -0.726 3.748
C 0.200 -0.807 4.636
C 0.273 -1.888 5.493
C -0.720 -2.857 5.442
C -1.744 -2.690 4.526
N -1.827 -1.651 3.701
C -2.380 0.745 -0.563
C -2.901 1.694 -1.433
C -3.416 1.269 -2.645
C -3.405 -0.082 -2.952
C -2.896 -0.965 -2.015
N -2.399 -0.556 -0.851
H -1.202 3.118 0.142
H 0.124 1.841 3.945
H 0.974 -0.054 4.627
H 1.101 -1.982 6.183
H -0.699 -3.723 6.089
H -2.536 -3.427 4.440
H -2.881 2.743 -1.174
H -3.802 1.991 -3.352
H -3.757 -0.451 -3.904
H -2.843 -2.030 -2.205
O -0.444 -0.577 -4.507
C -0.045 -0.057 -3.483
O 0.372 -0.685 -2.412
C -0.028 1.445 -3.341
C 0.375 2.077 -2.172
C 0.312 3.468 -2.012
C -0.164 4.170 -3.091
O -0.379 5.525 -3.204
C -0.593 5.730 -4.592
O -1.040 4.498 -5.144
C -0.562 3.547 -4.264
C -0.512 2.190 -4.425
H 0.721 1.469 -1.350
H 0.589 3.953 -1.080
H 0.356 6.014 -5.066
H -1.356 6.491 -4.734
H -0.837 1.687 -5.325
Te 0.264 -2.769 -2.330
C 0.635 -4.646 1.287
N 1.700 -3.693 1.048
C 2.837 -4.197 0.298
C 3.981 -3.208 0.367
C 3.492 -1.858 -0.111
N 2.291 -1.470 0.610
C 1.899 -0.073 0.494
C 1.368 -2.368 1.026
O 0.275 -1.979 1.487
H 0.069 -4.849 0.371
H -0.050 -4.258 2.036
H 1.076 -5.575 1.651
H 2.549 -4.372 -0.746
H 3.126 -5.154 0.738
H 4.807 -3.548 -0.260
H 4.342 -3.132 1.396
H 3.273 -1.889 -1.185
H 4.248 -1.090 0.064
H 2.355 0.339 -0.405
H 2.223 0.509 1.361
H 0.820 0.004 0.401
*
```

Mulliken population analysis, charges in e, atoms 1 to 5:
1 Ga 0.362
2 O -0.780
3 C 0.224
4 O -0.646
5 C -0.502


Entry 2:
A molecular structure, C30H28AsF6N5Tl at a distorted geometry. Source: the OMol25 dataset; level of theory: the ωB97M-V functional and the def2-TZVPD basis.

orbital gap (alpha / beta) = 5.72 / 6.43 eV
LUMO (alpha / beta) = -7.7 / -7.7 eV

ORCA input file:
```
! wB97M-V def2-TZVPD RIJCOSX def2/J DEFGRID3
* xyz 2 2
Tl -0.211 0.325 -0.120
C 1.274 2.863 1.233
N 0.518 2.821 -0.018
C 1.320 3.135 -1.192
C 2.261 2.033 -1.606
C 3.342 2.314 -2.434
C 4.164 1.277 -2.838
C 3.917 -0.007 -2.371
C 2.832 -0.201 -1.539
N 2.021 0.794 -1.195
C -0.688 3.638 0.031
C -1.771 3.133 -0.894
C -2.673 4.030 -1.447
C -3.731 3.545 -2.198
C -3.870 2.174 -2.358
C -2.917 1.340 -1.797
N -1.889 1.824 -1.107
C 0.475 2.267 2.373
C 0.474 2.838 3.638
C -0.288 2.263 4.644
C -1.043 1.138 4.353
C -0.989 0.616 3.071
N -0.241 1.168 2.123
H 1.566 3.890 1.492
H 2.196 2.286 1.096
H 1.901 4.056 -1.042
H 0.637 3.316 -2.028
H 3.524 3.325 -2.760
H 4.992 1.469 -3.501
H 4.551 -0.835 -2.645
H 2.599 -1.169 -1.119
H -0.469 4.689 -0.202
H -1.090 3.610 1.049
H -2.546 5.088 -1.278
H -4.439 4.232 -2.635
H -4.698 1.751 -2.905
H -2.983 0.263 -1.894
H 1.062 3.722 3.828
H -0.294 2.697 5.633
H -1.669 0.671 5.095
H -1.569 -0.255 2.797
F -2.270 -0.599 0.562
As -3.525 -2.176 0.598
F -2.028 -3.120 0.461
F -3.421 -2.008 -1.155
F -4.546 -3.497 0.627
F -3.214 -2.031 2.302
F -4.730 -0.947 0.644
C -0.161 -4.128 -3.611
C -0.708 -2.858 -3.429
C -0.463 -2.168 -2.268
C 0.300 -2.730 -1.223
C 0.907 -3.992 -1.458
C 0.661 -4.669 -2.628
N 0.523 -2.011 -0.108
C 0.940 -2.483 1.088
C 0.723 -3.813 1.530
C 1.285 -4.236 2.714
C 2.040 -3.372 3.500
C 2.190 -2.039 3.117
C 1.632 -1.598 1.943
H -0.357 -4.671 -4.521
H -1.314 -2.424 -4.208
H -0.907 -1.188 -2.090
H 1.588 -4.392 -0.724
H 1.132 -5.629 -2.790
H 0.073 -4.463 0.964
H 1.114 -5.250 3.044
H 2.482 -3.720 4.420
H 2.739 -1.357 3.747
H 1.753 -0.570 1.620
*
```

Mulliken population analysis, charges in e, atoms 1 to 5:
1 Tl 2.161
2 C -1.048
3 N 0.401
4 C -1.096
5 C 0.734


Respective energy relative to the best compared isomer or geometry (same formula, charge and spin) values: 0.990, 0.939 eV.
Respective E_tot values: -4152.849871, -4440.804158 Ha.